# 1
Here is C35H49Sn as an isolated structure in a non-equilibrium geometry from the OMol25 dataset. Energies are from ωB97M-V with the def2-TZVPD basis set.

Each line ends with the Mulliken charge.
Cartesian coordinates (Å):
C 2.63157 0.54470 -3.76185  -1.684
C 1.36652 -0.10930 -3.20308  0.944
C 1.19099 -1.43042 -3.95140  -1.228
C 0.17910 0.82090 -3.49183  -1.343
Sn -1.81086 0.25271 -2.76012  0.819
C -2.52419 1.91698 -1.54482  -1.404
C -1.47531 2.23794 -0.45512  1.933
C -1.99177 1.87813 0.93587  -1.464
C -1.00141 3.69123 -0.52901  -1.889
C -3.19207 -0.15016 -4.41468  -1.404
C -2.77089 0.29203 -5.82948  1.260
C -2.76499 1.81458 -5.97255  -1.375
C -3.70065 -0.31890 -6.88307  -1.661
C -1.48158 -1.50525 -1.49206  -1.451
C -2.27964 -2.75059 -1.91543  1.231
C -3.75862 -2.61114 -1.55329  -1.520
C -1.70376 -4.01835 -1.27611  -1.708
H -2.19265 -2.85570 -3.01188  0.033
H 2.48219 0.72118 -4.83284  0.333
H 2.84094 1.50296 -3.28581  0.397
H 3.51272 -0.09162 -3.64403  0.436
H 1.47765 -0.27034 -2.08776  0.223
H 1.07373 -1.22173 -5.02400  0.314
H 2.07030 -2.07542 -3.83924  0.397
H 0.31859 -2.00759 -3.63606  0.156
H 0.36677 1.82307 -3.09319  0.398
H 0.06591 0.89984 -4.58042  0.474
H -2.67684 2.73558 -2.25982  0.473
H -3.48461 1.56986 -1.14224  0.450
H -0.57752 1.61261 -0.62348  -0.178
H -2.92583 2.41624 1.14659  0.353
H -2.18478 0.80092 1.03184  0.432
H -1.25657 2.13844 1.70767  -0.085
H -1.84742 4.37609 -0.39325  0.366
H -0.25365 3.89042 0.24926  0.409
H -0.53249 3.90775 -1.49683  0.418
H -3.30573 -1.24219 -4.37191  0.351
H -4.15668 0.31069 -4.16056  0.431
H -1.75104 -0.08887 -6.01145  -0.024
H -3.76944 2.21785 -5.78307  0.348
H -2.06625 2.30042 -5.28031  0.263
H -2.47047 2.10549 -6.98979  0.401
H -4.72438 0.03552 -6.72219  0.334
H -3.39348 -0.03692 -7.89536  0.433
H -3.69988 -1.41046 -6.82296  0.383
H -0.40145 -1.69249 -1.55743  0.477
H -1.71894 -1.22999 -0.45489  0.444
H -3.86656 -2.50066 -0.46575  0.380
H -4.23440 -1.74723 -2.03401  0.259
H -4.31370 -3.50473 -1.86743  0.417
H -1.76974 -3.94901 -0.18438  0.349
H -2.25882 -4.90457 -1.60260  0.423
H -0.65373 -4.16259 -1.55029  0.391
C 2.19061 -0.07198 4.23172  -0.869
C 0.76308 -0.08621 4.45883  0.727
C -0.08225 0.93769 3.96526  -0.485
C -1.44490 0.95231 4.25731  -0.604
C -2.00868 -0.06442 5.04494  -0.533
C -1.19009 -1.08880 5.54701  -0.798
C 0.17268 -1.08786 5.26685  -0.265
C 3.07556 -1.22138 4.37058  0.292
C 4.41905 -0.72853 4.51757  0.071
C 5.46382 -1.57889 4.84120  -0.267
C 5.22418 -2.95642 4.92917  -0.684
C 3.92096 -3.46124 4.74753  -0.633
C 2.84545 -2.59698 4.47862  -0.357
C 4.38183 0.72216 4.46204  -0.192
C 3.00907 1.12861 4.30367  0.601
C 2.68229 2.47728 4.47129  -0.288
C 3.71111 3.42094 4.62942  -0.836
C 5.05348 3.01424 4.75001  -0.630
C 5.37941 1.64876 4.72505  -0.432
H 0.35779 1.72203 3.34933  0.500
H -2.07160 1.76587 3.88922  0.406
H -3.07861 -0.06487 5.25436  0.357
H -1.61386 -1.88240 6.16153  0.366
H 0.81445 -1.84546 5.71639  0.610
H 6.44517 -1.14445 5.01962  0.315
H 6.04580 -3.64827 5.13322  0.344
H 3.73861 -4.53630 4.83769  0.354
H 1.83374 -2.98702 4.36914  0.592
H 1.63853 2.78493 4.51139  0.397
H 3.46005 4.48582 4.67112  0.351
H 5.83776 3.76711 4.86084  0.344
H 6.39131 1.29580 4.89602  0.327

HOMO-LUMO gap = 4.5 eV
ΔE to the lowest compared entry with this formula, charge and spin = 0.0 kJ/mol
charge = -1


# 2
Here is C35H50BBr2F4NO4PPtS3Si2Te as an isolated structure from the OMol25 dataset. Energies are from ωB97M-V with the def2-TZVPD basis set.

Each line ends with the Mulliken spin population.
Cartesian coordinates (Å):
Pt -1.06377 0.31565 -0.28854  0.892
Br -1.62359 -4.92386 1.31311  0.060
C -2.93685 -3.62612 1.12559  0.214
C -4.14492 -3.73273 1.78783  -0.082
C -5.12227 -2.76713 1.63020  0.266
Br -6.75411 -3.00912 2.50178  0.052
C -4.89548 -1.58213 0.84985  0.008
C -5.83839 -0.55740 0.67047  0.042
C -5.48561 0.54711 -0.06274  -0.015
C -4.17968 0.66224 -0.53916  0.027
N -3.27508 -0.29104 -0.38222  0.095
C -3.64191 -1.42294 0.24593  0.082
C -2.66148 -2.52027 0.24634  0.087
O -1.68978 -2.47660 -0.51272  0.421
H -4.33555 -4.58700 2.42193  0.004
H -6.82453 -0.64703 1.10368  0.008
H -6.18769 1.35011 -0.23780  0.001
H -3.84140 1.56216 -1.03544  -0.004
F -0.60952 -1.43026 1.76630  0.028
B 0.34311 -1.60574 2.85338  0.008
F 0.90979 -0.36924 3.13335  0.005
F -0.33316 -2.14555 3.92334  0.001
F 1.34140 -2.51058 2.38959  0.024
O 2.15703 -0.39537 0.46061  -0.045
S 1.47397 0.76855 -0.15330  0.113
C 2.27717 2.18604 0.58815  0.024
C 2.37051 3.40066 -0.07578  0.006
C 3.07535 4.42721 0.52829  -0.003
C 3.66308 4.23176 1.77429  0.005
C 3.52544 3.02075 2.43542  -0.003
C 2.81842 1.97877 1.84663  0.002
C 2.10970 0.91764 -1.82552  -0.018
C 1.34152 1.39073 -2.87485  0.025
C 1.91263 1.48686 -4.13797  -0.001
C 3.22990 1.10671 -4.33728  0.005
C 3.99116 0.63017 -3.27507  -0.003
C 3.43509 0.53860 -2.01164  0.011
H 1.91170 3.54073 -1.04573  0.002
H 3.17596 5.37829 0.02291  0.000
H 4.22678 5.03410 2.23178  0.000
H 3.97131 2.87695 3.41034  0.000
H 2.68995 1.02432 2.34144  0.003
H 0.31681 1.69257 -2.71446  0.005
H 1.32265 1.86000 -4.96462  0.000
H 3.66953 1.18068 -5.32297  0.000
H 5.02092 0.33854 -3.43203  0.000
H 4.01585 0.18332 -1.16949  0.001
C 4.44897 -3.30150 2.00626  0.002
Si 3.88429 -4.28141 0.52477  0.035
C 5.33031 -5.05644 -0.37641  0.003
C 2.61559 -5.57905 0.98818  0.014
C 3.09019 -3.06607 -0.72743  0.080
Te 1.03108 -2.75776 -0.41871  0.611
C 0.45331 -3.86174 -2.12314  0.041
Si -0.04796 -2.81391 -3.63257  0.053
C -1.15782 -3.88371 -4.68869  0.006
C 1.54126 -2.37147 -4.51526  0.008
C -0.98960 -1.21767 -3.26362  0.014
H 4.59752 -3.95653 2.86687  0.000
H 3.70896 -2.55278 2.29083  0.000
H 5.39725 -2.80034 1.80052  0.000
H 5.91040 -5.69330 0.29418  0.000
H 6.00423 -4.28898 -0.76251  0.000
H 5.00310 -5.67148 -1.21668  0.000
H 3.02767 -6.27368 1.72253  0.002
H 2.29596 -6.16286 0.12131  0.007
H 1.73580 -5.12150 1.44927  0.006
H 3.21222 -3.41666 -1.75248  -0.001
H 3.57005 -2.09557 -0.60941  0.007
H -0.37914 -4.50246 -1.82918  0.025
H 1.29788 -4.48661 -2.41675  0.008
H -0.63551 -4.77877 -5.03169  0.000
H -1.50354 -3.34237 -5.57149  0.000
H -2.03852 -4.20563 -4.12905  0.000
H 2.07619 -3.26691 -4.83754  0.002
H 2.20982 -1.79348 -3.87001  0.001
H 1.34078 -1.76603 -5.40138  0.000
H -2.05924 -1.40920 -3.16906  0.000
H -0.83448 -0.52361 -4.09277  0.003
H -0.68014 -0.67843 -2.35031  0.091
C -4.80014 4.16964 2.56246  -0.001
C -4.17344 3.69176 1.27183  0.008
C -4.78189 4.31526 0.03415  0.005
O -2.76309 4.06463 1.32767  -0.008
P -1.58981 3.06993 0.96706  -0.044
S -1.45325 2.68038 -1.01365  0.304
S -1.76450 1.30898 1.89765  0.350
O -0.30277 3.87017 1.35050  0.006
C 0.05412 4.53874 2.61553  -0.003
C -0.58383 5.90978 2.67696  0.000
C -0.23850 3.66027 3.81234  0.023
H -5.86263 3.92543 2.57253  0.001
H -4.69511 5.25111 2.65572  0.000
H -4.32889 3.69362 3.42192  0.000
H -4.22070 2.60021 1.22099  0.000
H -4.71573 5.40225 0.08684  0.000
H -5.83519 4.04078 -0.03996  0.000
H -4.26649 3.98254 -0.86716  -0.001
H 1.13288 4.64477 2.49779  0.000
H -1.64576 5.84939 2.90630  0.000
H -0.45487 6.43460 1.73090  0.000
H -0.09202 6.48989 3.45886  0.000
H -1.31267 3.52096 3.94913  -0.008
H 0.14954 4.14742 4.70770  0.001
H 0.23591 2.68427 3.71417  -0.007

HOMO-LUMO gap (spin up / spin down) = 7.2 / 6.2 eV
ΔE to the lowest compared entry with this formula, charge and spin = 34.0 kJ/mol
multiplicity = 5
charge = +1